5
Properties=species:S:1:pos:R:3:lowdin_charge:R:1 method="wB97M-V/def2-TZVPD" multiplicity=1 energy_ev=-21691.3798 smiles=ClCI gap_ev=9.536
C -0.480 -0.266 0.005 -0.874
Cl -0.075 -2.381 0.010 0.144
I -2.512 0.073 0.000 0.782
H -0.133 0.044 -0.921 -0.066
H 0.123 0.033 0.899 0.014